Entry 1:
Below is C23H15CoN5O3 as an isolated structure at a distorted geometry, with properties calculated with ωB97M-V/def2-TZVPD.

```
47
Properties=species:S:1:pos:R:3:forces:R:3
Co 12.672 11.180 3.773 0.67 0.97 0.30
O 14.564 10.461 4.022 -0.93 0.55 -0.43
C 15.640 11.160 4.131 0.60 0.11 0.34
C 16.907 10.477 4.096 -1.43 -0.42 -1.08
C 18.073 11.167 4.231 0.31 -1.36 0.17
C 18.067 12.522 4.537 2.49 0.67 0.49
C 16.908 13.212 4.618 -0.13 -0.15 -0.41
C 15.702 12.583 4.316 -0.78 0.06 -0.13
C 14.613 13.502 4.115 -1.88 1.17 -0.07
N 13.368 13.202 3.859 3.11 -2.16 0.35
N 12.493 14.200 3.737 -2.02 0.28 -0.16
C 11.294 13.645 3.706 -0.28 -0.71 0.33
O 11.019 12.374 3.763 0.88 0.26 -0.24
C 10.102 14.510 3.759 0.41 0.23 -0.58
C 8.872 13.938 3.943 -2.35 0.29 0.68
C 7.694 14.714 4.170 2.07 1.37 0.12
C 7.821 16.119 4.185 0.65 0.22 -0.16
C 9.096 16.685 3.886 0.69 0.82 -0.27
C 10.218 15.879 3.655 -0.58 0.96 0.30
H 16.853 9.421 3.737 0.20 0.90 0.73
H 18.957 10.521 4.162 0.10 0.84 -0.01
H 19.021 13.063 4.696 -0.63 -0.50 -0.03
H 16.914 14.264 4.859 -0.03 0.20 -0.09
H 14.769 14.626 4.169 0.29 -1.34 0.08
H 8.806 12.870 4.004 0.01 -0.33 -0.01
H 6.761 14.317 4.510 -0.32 -0.62 -0.22
H 6.954 16.763 4.466 0.84 -0.56 -0.38
H 9.390 17.783 3.817 -1.31 -1.31 0.29
H 11.202 16.319 3.453 -0.49 -0.16 0.14
O 11.686 9.533 3.905 -0.34 0.44 0.09
N 12.322 8.469 4.292 -0.67 -0.88 -0.35
C 11.549 7.424 4.467 0.48 -0.12 0.77
C 10.086 7.337 4.364 -0.83 -1.08 -1.74
N 9.311 6.270 4.437 1.46 0.71 0.37
C 12.267 6.211 4.771 -0.54 0.08 0.37
N 12.721 5.197 5.060 0.27 -0.15 -0.09
C 8.214 6.944 3.695 1.23 -0.17 0.00
C 6.927 7.014 4.374 -0.43 1.69 0.65
C 6.518 8.141 4.974 -1.85 -1.13 -0.31
C 7.390 9.215 5.056 1.41 1.76 -0.25
C 8.532 9.382 4.430 0.68 0.85 0.41
C 9.098 8.226 3.647 -0.59 0.62 -0.37
H 8.081 6.453 2.723 0.15 0.03 0.05
H 6.218 6.266 4.275 -1.11 -1.63 -0.40
H 5.450 8.318 5.177 0.55 -0.46 0.42
H 9.143 10.300 4.437 -0.35 -0.44 0.14
H 9.360 8.625 2.656 0.32 -0.41 0.19
```
Forces are in eV/Å.

## Properties
* energy: -2767.58791 Ha
* ΔE to the lowest compared entry with this formula, charge and spin: 0.00 kJ/mol
* multiplicity: 5
* net charge: -1
* Kohn-Sham gap (alpha / beta): 0.274 / 0.248 hartree

Atom charges from the Mulliken analysis, given in e for atoms 1 to 6: 0.77 -0.68 0.40 -0.42 -0.42 -0.43


Entry 2:
Below is the molecule C23H15N5O5 at a distorted geometry, with properties calculated with ωB97M-V/def2-TZVPD.

```
48
Properties=species:S:1:pos:R:3:forces:R:3
N -1.328 3.542 2.392 -0.51 0.68 -2.37
C -0.900 2.313 1.979 -0.42 0.75 3.58
O -0.570 1.620 2.931 0.94 -1.94 -0.68
C -0.910 1.898 0.589 0.46 0.07 -1.57
C -0.128 0.920 -0.012 -1.40 -0.17 0.42
C 0.953 0.038 0.535 -0.76 1.45 0.16
C 1.831 0.567 1.503 0.16 -0.94 -1.06
C 2.890 -0.229 1.915 -0.24 0.54 0.62
C 3.018 -1.528 1.477 -0.75 -0.77 -0.51
O 4.076 -2.271 1.925 -0.01 -0.23 0.34
C 3.816 -3.415 2.655 1.00 -2.22 0.93
C 2.755 -3.589 3.575 -0.32 0.37 -0.39
C 2.632 -4.799 4.295 0.20 0.52 0.22
C 3.618 -5.784 4.184 -1.05 -0.33 0.34
C 4.664 -5.677 3.288 -0.49 2.30 -0.25
C 4.791 -4.467 2.548 -1.73 -0.34 0.92
C 2.075 -2.084 0.592 0.39 -0.02 0.73
C 1.044 -1.288 0.138 0.87 0.05 0.22
N -0.631 0.718 -1.275 0.10 0.12 -0.42
N -1.577 1.722 -1.615 1.39 -0.69 2.54
C -1.805 2.423 -0.429 0.21 0.28 0.15
N -2.688 3.375 -0.292 0.97 -0.69 -0.34
C -3.435 3.691 -1.397 -3.21 1.95 1.05
O -4.396 4.478 -1.252 1.75 -1.08 -0.78
C -3.229 3.004 -2.682 0.10 -0.46 -0.87
C -4.011 3.314 -3.821 -0.08 0.48 0.47
C -3.892 2.654 -5.035 2.44 -1.77 2.28
N -4.615 3.019 -6.200 -1.55 1.20 -1.81
O -4.437 2.357 -7.228 -0.15 0.63 1.22
O -5.375 4.001 -6.129 1.18 -1.56 0.01
C -2.968 1.551 -5.063 -0.31 0.66 1.30
C -2.216 1.195 -3.917 -0.50 0.16 -1.43
C -2.309 1.951 -2.741 -0.49 -0.22 -1.23
H -1.607 3.603 3.360 0.14 -0.11 -0.22
H -1.856 4.042 1.693 -0.29 0.49 0.22
H 1.734 1.561 1.899 -0.17 0.16 -0.06
H 3.558 0.138 2.686 0.14 -0.05 -0.17
H 2.012 -2.772 3.714 0.59 -0.74 -0.16
H 1.797 -4.965 5.022 0.85 0.40 -0.86
H 3.501 -6.670 4.809 0.14 0.12 -0.25
H 5.382 -6.465 3.226 0.44 -0.21 -0.24
H 5.615 -4.379 1.890 0.61 0.37 -0.66
H 2.081 -3.147 0.344 0.28 0.33 0.02
H 0.349 -1.758 -0.510 -0.77 -0.04 -0.54
H -0.117 0.186 -1.958 -0.13 0.36 -0.43
H -4.726 4.114 -3.677 0.00 0.05 -0.13
H -2.901 0.971 -5.961 0.15 -0.18 -0.26
H -1.561 0.324 -3.970 -0.17 0.29 -0.04
```
Forces are in eV/Å.

## Properties
* energy: -1535.34844 Ha
* SMILES: NC(=O)c1c(-c2ccc(Oc3ccccc3)cc2)[nH]n2c1nc(=O)c1cc([N+](=O)[O-])ccc12
* multiplicity: 1
* net charge: 0
* Kohn-Sham gap: 0.284 hartree

Atom charges from the Mulliken analysis, given in e for atoms 1 to 6: -0.49 0.38 -0.63 -0.26 0.20 0.55


Entry 3:
Below is C23H16AsMoO5 as an isolated structure at a distorted geometry, with properties calculated with ωB97M-V/def2-TZVPD.

```
46
Properties=species:S:1:pos:R:3:forces:R:3
O 0.031 -3.061 -0.286 -0.02 1.72 0.05
C 0.029 -1.938 -0.167 0.31 -2.28 0.60
Mo -0.024 0.164 -0.020 -1.38 -0.05 -3.07
O 1.688 -0.123 2.594 -2.22 -0.01 -3.43
C 1.051 -0.072 1.618 3.59 -0.56 5.25
C -1.180 0.082 -1.811 -2.04 4.57 -3.41
O -1.499 1.169 -2.365 1.47 -4.87 2.62
C -1.771 -0.093 0.836 -2.40 0.88 2.51
O -2.778 -0.176 1.336 0.03 -0.47 -0.32
C 1.485 0.137 -1.271 3.63 1.04 -1.33
O 2.357 0.185 -1.988 -0.68 -0.53 0.09
H -1.478 -0.898 -2.205 -0.31 -0.24 -0.51
C 3.118 3.807 4.450 1.18 0.78 0.43
C 2.040 2.934 4.602 0.71 0.01 2.04
C 1.242 2.633 3.507 -1.69 -0.73 -2.15
C 1.493 3.183 2.261 -0.87 -1.60 0.34
C 2.572 4.070 2.126 -0.75 0.03 -2.43
C 3.367 4.363 3.216 2.24 1.12 2.12
As 0.320 2.585 0.770 0.53 1.81 1.72
C -1.413 3.282 1.504 0.09 -0.53 -1.52
C -2.616 2.952 0.857 0.53 -0.36 -0.56
C -3.810 3.425 1.370 -1.29 -0.62 -1.02
C -3.844 4.219 2.498 -0.31 0.58 0.77
C -2.654 4.557 3.129 -0.15 0.22 0.32
C -1.452 4.080 2.619 1.41 1.07 1.52
C 1.315 3.469 -0.709 -1.01 -0.14 0.19
C 0.721 4.541 -1.362 -0.78 0.12 0.09
C 1.437 5.200 -2.351 -0.81 1.13 -0.37
C 2.714 4.798 -2.688 0.55 0.44 -0.73
C 3.295 3.725 -2.033 0.95 -0.60 0.24
C 2.598 3.052 -1.033 0.57 -0.56 0.19
H 3.759 4.035 5.321 -0.41 -0.10 -0.65
H 1.831 2.479 5.587 0.12 0.28 -0.62
H 0.399 1.935 3.650 0.48 0.47 -0.06
H 2.811 4.532 1.140 -0.29 -0.38 0.83
H 4.235 5.055 3.095 -0.86 -0.63 0.08
H -2.612 2.330 -0.056 -0.11 0.48 0.54
H -4.770 3.162 0.863 1.00 0.24 0.45
H -4.797 4.599 2.904 0.57 -0.31 -0.36
H -2.657 5.206 4.021 0.04 -0.43 -0.58
H -0.524 4.398 3.151 -0.93 -0.28 -0.61
H -0.288 4.869 -1.081 0.40 -0.08 -0.25
H 0.971 6.068 -2.865 0.39 -0.74 0.44
H 3.278 5.337 -3.475 -0.47 -0.45 0.58
H 4.325 3.404 -2.293 -0.84 0.25 0.24
H 3.079 2.222 -0.499 -0.16 0.32 -0.28
```
Forces are in eV/Å.

## Properties
* energy: -3564.95559 Ha
* multiplicity: 3
* net charge: +3
* Kohn-Sham gap (alpha / beta): 0.183 / 0.154 hartree

Atom charges from the Mulliken analysis, given in e for atoms 1 to 6: -0.07 0.30 0.43 -0.23 0.44 -0.17


Entry 4:
Below is C23H16BaCl3N3O5S as an isolated structure at a distorted geometry, with properties calculated with ωB97M-V/def2-TZVPD.

```
52
Properties=species:S:1:pos:R:3:forces:R:3
Ba -0.488 0.671 0.301 -1.81 2.75 -0.46
O -0.797 -2.801 2.800 -0.07 -0.10 0.12
C -0.632 -2.110 1.808 -0.08 0.10 -0.20
O -1.403 -1.195 1.328 -0.15 -1.60 0.75
C 0.694 -2.257 1.041 0.03 0.09 -0.04
C 1.674 -3.181 1.355 0.09 0.00 -0.13
C 2.873 -3.124 0.654 0.06 -0.06 0.04
C 3.086 -2.143 -0.308 -0.01 -0.16 -0.01
C 2.066 -1.243 -0.547 -0.17 -0.01 0.19
N 0.906 -1.332 0.106 0.72 -0.96 0.03
C 2.161 -0.032 -1.476 -0.23 0.15 0.18
O 2.910 -0.082 -2.429 0.13 0.14 -0.05
O 1.370 0.924 -1.096 1.27 -0.35 -1.00
H 1.489 -3.907 2.129 0.00 -0.09 0.08
H 3.655 -3.841 0.874 -0.01 0.00 0.01
H 4.011 -2.063 -0.862 0.00 0.00 0.00
Cl 2.722 -6.450 3.828 -0.01 0.04 0.01
C 2.521 -4.925 4.636 -0.03 -0.06 -0.09
C 1.252 -4.404 4.812 -0.04 0.09 0.02
C 1.110 -3.179 5.449 -0.04 -0.04 -0.07
C 2.213 -2.473 5.913 0.07 0.08 -0.11
C 2.049 -1.154 6.636 -0.16 -0.04 0.07
C 2.250 0.090 5.786 0.09 0.10 -0.35
N 1.230 0.338 4.773 0.02 -0.14 0.01
C -0.101 0.623 4.993 0.16 0.07 0.02
C -0.606 0.962 3.781 -0.07 0.03 -0.18
N 0.376 0.896 2.810 0.22 -0.06 0.86
C 1.459 0.509 3.451 -0.04 0.06 0.09
O 0.769 -1.056 7.230 0.06 0.00 0.21
C 0.742 -1.517 8.581 0.02 -0.10 -0.07
C 1.468 -0.584 9.504 0.10 -0.08 0.00
C 1.021 0.659 9.834 -0.08 0.02 -0.06
Cl -0.451 1.378 9.322 0.02 -0.01 0.00
S 2.100 1.512 10.847 0.04 0.13 0.09
C 3.195 0.199 10.855 0.00 -0.05 -0.03
C 2.739 -0.840 10.106 -0.06 -0.01 0.00
C 3.472 -3.024 5.690 0.07 0.05 0.06
Cl 4.908 -2.178 6.221 -0.05 -0.02 -0.02
C 3.646 -4.242 5.062 0.04 -0.01 0.01
H 0.386 -4.925 4.432 -0.02 0.01 0.00
H 0.122 -2.757 5.574 0.01 -0.01 -0.01
H 2.833 -1.090 7.399 -0.06 0.01 0.05
H 3.205 0.011 5.265 0.03 0.05 0.03
H 2.289 0.954 6.450 0.00 -0.01 0.02
H -0.541 0.549 5.971 0.02 0.01 -0.04
H -1.622 1.236 3.545 0.00 -0.05 -0.01
H 2.432 0.355 3.010 -0.01 0.00 0.00
H 1.177 -2.520 8.646 -0.01 0.00 -0.01
H -0.311 -1.591 8.844 -0.03 0.04 0.01
H 4.114 0.266 11.415 -0.01 -0.01 -0.01
H 3.278 -1.770 9.984 -0.01 0.02 -0.01
H 4.636 -4.650 4.911 -0.01 0.00 0.00
```
Forces are in eV/Å.

## Properties
* energy: -3230.93357 Ha
* ΔE to the lowest compared entry with this formula, charge and spin: 0.00 kJ/mol
* multiplicity: 1
* net charge: 0
* Kohn-Sham gap: 0.326 hartree

Atom charges from the Mulliken analysis, given in e for atoms 1 to 6: 1.77 -0.61 0.28 -0.92 0.36 -0.15